# 1
Here is 3 unconnected molecules or ions with the total composition C25H47F3N2O8S2 at a distorted geometry from OMol25. Energies are from ωB97M-V/def2-TZVPD.

The value obtained for the gap between HOMO and LUMO (alpha / beta) is 8.1 / 8.9 eV. The LUMO energy (alpha / beta) comes out at -0.27 / -0.27 eV. The value obtained for the strongest force on any atom is 0.070 Eh/bohr. The HOMO energy (alpha / beta) is -8.4 / -9.2 eV.

ORCA input file:
```
! wB97M-V def2-TZVPD RIJCOSX def2/J DEFGRID3
* xyz 0 3
O -3.01041 2.71900 0.61458
S -3.62589 2.90933 1.88728
O -3.88248 4.27499 2.17327
C -2.48698 2.18749 3.07380
C -2.79003 0.71544 3.41300
C -2.89790 -0.24693 2.21298
C -1.57630 -0.72833 1.60788
C -0.94049 0.27789 0.63366
O -1.74602 0.17633 -0.56535
C -1.03544 -0.03884 -1.65863
F -0.11205 0.87522 -1.85486
F -0.47771 -1.23191 -1.71179
F -1.86839 0.02849 -2.67624
O -0.63577 -1.22862 2.57900
S -0.25533 -0.18400 3.70934
O 0.52421 -0.87377 4.67707
O 0.46777 0.94904 3.25379
C -1.79246 0.23875 4.49589
H -4.77258 2.16275 1.92624
H -1.47741 2.38304 2.72806
H -2.60593 2.75198 3.99682
H -3.76627 0.71398 3.89756
H -3.42812 -1.13177 2.56398
H -3.49349 0.17829 1.41082
H -1.82161 -1.57426 0.97695
H 0.04292 -0.10717 0.38924
H -0.90912 1.28640 1.01120
H -2.18948 -0.67460 4.92746
H -1.66249 0.95513 5.29675
C 1.30603 6.03225 -4.92315
C -0.23738 5.96907 -4.79099
C -0.61966 5.55938 -3.36593
C -0.35826 4.08331 -3.07041
C -1.02235 3.19768 -4.12075
C -0.63946 3.57352 -5.55240
N -0.80495 5.03469 -5.80859
O -2.05947 5.28625 -5.94661
C 0.81403 3.13867 -5.82521
C -1.46725 2.74250 -6.53037
C -0.70757 7.40143 -5.03693
H 1.67641 7.04070 -4.74078
H 1.82146 5.38835 -4.21068
H 1.63257 5.76540 -5.92817
H -1.68167 5.76267 -3.19646
H -0.07062 6.17648 -2.65071
H 0.71618 3.88268 -3.02421
H -0.75154 3.83454 -2.08219
H -0.76092 2.15617 -3.93304
H -2.10823 3.26441 -3.99733
H 1.14187 3.47066 -6.81169
H 0.89201 2.05129 -5.80108
H 1.52634 3.50436 -5.08950
H -2.53828 2.86260 -6.37539
H -1.24234 1.68396 -6.40037
H -1.23761 3.00996 -7.56339
H -0.45052 7.72947 -6.04604
H -0.22316 8.07456 -4.32992
H -1.78157 7.51891 -4.90117
C 2.98022 -5.82280 1.10740
C 2.34776 -6.42625 2.38797
C 0.82709 -6.25501 2.34492
C 0.37571 -4.81539 2.58755
C 0.97854 -4.26865 3.88038
C 2.49803 -4.41022 3.93635
N 2.94335 -5.79677 3.60355
O 2.71162 -6.55560 4.61675
C 3.14155 -3.39027 2.97665
C 2.99170 -3.98227 5.31617
C 2.68000 -7.91570 2.32062
H 3.11028 -6.58195 0.33645
H 2.36987 -5.03913 0.65878
H 3.97189 -5.41662 1.30492
H 0.36184 -6.89532 3.10117
H 0.45032 -6.59768 1.37795
H 0.64593 -4.17875 1.73962
H -0.71524 -4.78182 2.65091
H 0.70770 -3.22179 3.99763
H 0.52053 -4.79440 4.72527
H 4.22361 -3.52484 2.93296
H 2.94878 -2.37494 3.32501
H 2.75212 -3.43630 1.96187
H 2.52425 -4.54941 6.11979
H 2.75280 -2.93229 5.48450
H 4.07392 -4.09883 5.39799
H 3.75932 -8.07674 2.34768
H 2.29956 -8.33654 1.39001
H 2.22809 -8.48294 3.13290
*
```

***

# 2
Here is 3 unconnected molecules or ions with the total composition C25H48BF2O12S2Si at a distorted geometry from OMol25. Energies are from ωB97M-V/def2-TZVPD.

The value obtained for the gap between HOMO and LUMO is 6.1 eV. The LUMO energy comes out at 1.94 eV. The value obtained for the strongest force on any atom is 0.091 Eh/bohr. The HOMO energy is -4.2 eV.

ORCA input file:
```
! wB97M-V def2-TZVPD RIJCOSX def2/J DEFGRID3
* xyz -1 1
C -5.82557 -1.78178 0.57322
Si -4.07553 -1.01367 0.88883
C -4.13184 0.43693 2.13906
C -3.49151 -0.34180 -0.83694
C -2.30651 0.70365 -0.55964
C -1.48202 1.14246 -1.85268
F -0.55939 2.19719 -1.44586
F -2.43779 1.63198 -2.84258
B -0.59290 -0.04975 -2.54539
O 0.68450 0.27797 -3.20630
C 1.75560 -0.64143 -2.80941
C 2.45771 0.23005 -1.62259
C 3.98448 -0.19071 -1.34014
O 4.31048 0.18987 0.04340
C 0.93756 -1.93731 -2.26455
C 0.35243 -2.99619 -3.31071
O 1.31885 -3.94542 -3.84174
C 2.21038 -4.43405 -2.83644
O 1.55575 -4.95794 -1.65878
C 2.49458 -5.68304 -0.83543
C 3.36851 -4.73597 0.13929
O 3.45923 -5.44953 1.41987
O -0.27026 -1.26009 -1.78050
C -2.75545 -2.36331 1.36021
C -1.46039 -1.84581 2.04737
C -0.36477 -2.88317 2.39625
C -0.62376 -4.38044 2.03895
C -1.92698 -4.89250 1.36558
C -3.03119 -3.85803 1.01120
H -5.76843 -2.82707 0.08460
H -6.33508 -1.11370 -0.22393
H -6.50018 -1.77611 1.49340
H -5.09840 1.03053 1.89963
H -4.20618 0.12117 3.23395
H -3.26088 1.17502 2.03890
H -3.02677 -1.26188 -1.36323
H -4.34507 0.06438 -1.47464
H -2.78689 1.66549 -0.12895
H -1.57701 0.34571 0.26022
H -1.28079 -0.37244 -3.48117
H 2.55221 -0.83912 -3.61011
H 2.48169 1.32222 -1.99162
H 1.83095 0.20221 -0.65671
H 4.64689 0.47147 -2.00701
H 4.14578 -1.30816 -1.53328
H 3.62332 -0.16617 0.65092
H 1.36278 -2.35412 -1.27143
H -0.04405 -2.40069 -4.21845
H -0.56173 -3.51731 -2.86033
H 3.04142 -3.66175 -2.59061
H 2.77746 -5.32599 -3.31457
H 1.97409 -6.47356 -0.17409
H 3.26758 -6.28134 -1.45976
H 2.93078 -3.69414 0.28982
H 4.45887 -4.67353 -0.24496
H 3.52201 -4.81682 2.16351
H -1.32910 -0.73845 2.27487
H 0.59788 -2.49992 2.87076
H 0.20655 -5.14023 2.26916
H -2.11604 -5.98422 1.07922
H -4.01100 -4.16147 0.50997
O -3.15879 1.91633 4.76257
S -3.24692 2.18870 6.17250
O -4.34475 2.92718 6.73802
O -1.85789 2.85770 6.66601
C -1.39775 4.03439 6.00276
C -2.18000 5.26292 6.42971
C -3.08611 0.66380 7.05827
H -1.42851 3.90336 4.91706
H -0.34887 4.16546 6.28120
H -3.21760 5.20433 6.09350
H -1.73967 6.16818 6.00689
H -2.19821 5.34934 7.51908
H -2.23134 0.11434 6.66496
H -4.00260 0.09328 6.90810
H -2.95409 0.88375 8.11714
O 3.77939 5.60878 -2.37111
S 3.38194 4.49217 -3.19153
O 4.23101 3.34430 -3.37380
O 2.93595 5.04599 -4.64828
C 3.85811 5.84750 -5.38030
C 4.96247 5.01029 -5.99965
C 1.78757 3.93274 -2.66564
H 4.26974 6.63961 -4.74724
H 3.29103 6.33516 -6.17785
H 5.60266 4.57344 -5.22997
H 5.58995 5.61981 -6.65376
H 4.54177 4.18326 -6.57687
H 1.12591 4.79245 -2.56529
H 1.90836 3.43632 -1.70316
H 1.40037 3.22696 -3.40097
*
```

***

# 3
Here is a molecular structure, C25H48Br2N4O3PPdSSi from OMol25. Energies are from ωB97M-V/def2-TZVPD.

Its relative energy (zero: lowest compared OMol25 entry of this formula, charge and spin) is 8.66 kJ/mol. The value obtained for the gap between HOMO and LUMO (alpha / beta) is 4.6 / 4.6 eV. The LUMO energy (alpha / beta) comes out at 3.87 / 3.87 eV. The value obtained for the strongest force on any atom is 0.017 Eh/bohr. The HOMO energy (alpha / beta) is -0.7 / -0.8 eV.

ORCA input file:
```
! wB97M-V def2-TZVPD RIJCOSX def2/J DEFGRID3
* xyz -2 2
Pd 0.26731 -2.39416 2.70305
Br -2.05819 -10.14611 1.32610
C -1.75643 -8.42549 0.56558
C -2.06324 -8.21934 -0.76751
N -1.87630 -7.04543 -1.36515
C -1.35865 -6.05636 -0.63441
C -1.03039 -6.17309 0.71365
C -1.24989 -7.39228 1.33238
C -0.45227 -4.97793 1.49270
O -0.58440 -5.01413 2.72460
O 0.08665 -4.10686 0.77557
H -2.47353 -9.02776 -1.36351
H -1.18225 -5.10582 -1.12220
H -1.03453 -7.49464 2.38822
C -2.23998 0.96940 -3.15785
C -3.07959 1.26069 -1.90683
C -3.60679 -0.09804 -1.40940
C -4.27526 2.12262 -2.33312
Si -1.97610 2.07941 -0.53908
Br -1.44511 -0.77736 1.48878
C -3.03549 2.76271 0.93262
C -3.67618 4.12569 0.63318
C -4.16640 1.78705 1.28922
C -2.16384 2.88310 2.19484
C -0.85094 3.48433 -1.29642
C 0.29348 2.85421 -2.10669
C -1.59532 4.46707 -2.20952
C -0.18131 4.28865 -0.17432
H -2.84764 0.39112 -3.86470
H -1.35228 0.37665 -2.92653
H -1.92201 1.87996 -3.67023
H -4.02546 -0.64664 -2.26353
H -4.39801 0.00999 -0.66900
H -2.82706 -0.70742 -0.95202
H -4.86502 1.58237 -3.08695
H -3.97051 3.07537 -2.77395
H -4.94154 2.34054 -1.49738
H -4.31732 4.09954 -0.25234
H -2.94131 4.91883 0.48570
H -4.30371 4.42029 1.48544
H -4.92750 1.72519 0.50854
H -4.66003 2.15183 2.19946
H -3.78478 0.78701 1.49802
H -1.33614 3.58359 2.08160
H -1.75671 1.91162 2.47917
H -2.79075 3.24541 3.02054
H -0.04866 2.36991 -3.01976
H 0.83308 2.10616 -1.52529
H 1.00915 3.63662 -2.39432
H -1.99475 3.97235 -3.09688
H -0.90366 5.24976 -2.55447
H -2.42617 4.96234 -1.70329
H 0.35118 3.64704 0.53025
H -0.88853 4.88759 0.39888
H 0.55121 4.97588 -0.61873
C 2.17053 -0.76593 -1.44688
N 3.56076 -0.84626 -0.96669
C 4.24197 -1.97420 -1.60194
P 3.64063 -0.80858 0.71260
O 2.95949 -1.89128 1.43163
N 5.29891 -0.85459 0.98009
C 6.18328 0.11452 0.37726
C 5.71662 -1.28633 2.30357
N 3.02687 0.68391 1.07541
C 2.06809 0.86433 2.16259
C 3.36684 1.89354 0.36606
H 2.17772 -0.53118 -2.51452
H 1.62590 0.01307 -0.91708
H 1.63754 -1.70700 -1.27727
H 4.33497 -1.77775 -2.67392
H 3.68322 -2.90647 -1.46324
H 5.23665 -2.10261 -1.17945
H 5.81326 0.41073 -0.60321
H 7.18146 -0.31909 0.24401
H 6.29480 1.01901 0.99400
H 4.95341 -1.93390 2.73041
H 5.87005 -0.42943 2.97453
H 6.65973 -1.83903 2.23568
H 1.80363 -0.09498 2.60556
H 1.14499 1.30777 1.77471
H 2.48838 1.51886 2.93602
H 3.93280 1.67330 -0.53840
H 3.95388 2.58265 0.98917
H 2.45601 2.42057 0.06677
S 0.04554 -1.96047 5.84638
C 0.72193 -2.05622 4.38340
*
```

***

# 4
Here is a molecular structure, C25H48Cl2O2P2Y at a distorted geometry from OMol25. Energies are from ωB97M-V/def2-TZVPD.

The value obtained for the gap between HOMO and LUMO is 6.5 eV. The LUMO energy comes out at 2.85 eV. The value obtained for the strongest force on any atom is 0.052 Eh/bohr. The HOMO energy is -3.6 eV.

ORCA input file:
```
! wB97M-V def2-TZVPD RIJCOSX def2/J DEFGRID3
* xyz -1 1
Y -0.07539 0.08622 -0.31291
Cl 0.35736 0.37426 -2.84882
P -0.91195 -2.61485 -0.91041
C 0.32806 -3.44508 -2.01900
C -1.07487 -3.60521 0.64165
C -2.50379 -2.66349 -1.84473
C 1.69306 -2.73727 -1.95277
H -0.09909 -3.24498 -3.01980
C 0.49535 -4.95440 -1.85663
H 0.99971 -5.21030 -0.91817
H 1.12487 -5.32041 -2.67713
H -0.44620 -5.50699 -1.91505
H 1.61186 -1.71249 -2.33468
H 2.41052 -3.27398 -2.58532
H 2.11025 -2.67917 -0.93924
H -2.22170 -2.10241 -2.75735
C -3.63674 -1.89157 -1.14557
C -2.91085 -4.08514 -2.24274
H -2.23340 -4.52020 -2.99037
H -3.90824 -4.05432 -2.69564
H -2.95983 -4.76294 -1.37762
H -3.28252 -1.16294 -0.40306
H -4.35062 -2.57328 -0.66602
H -4.18481 -1.32126 -1.90718
C 0.16096 -3.39337 1.53165
H -1.11482 -4.64993 0.28194
C -2.33872 -3.26936 1.43565
H 1.10590 -3.65480 1.04002
H 0.07468 -4.00943 2.43528
H 0.22733 -2.34914 1.86442
H -2.39054 -2.19041 1.63982
H -2.29825 -3.78436 2.40290
H -3.25621 -3.58415 0.93353
Cl -1.58328 0.22053 1.78069
H -1.81974 0.67993 -0.92447
P -0.04413 3.03775 -0.90641
C -0.96751 3.74511 -2.35181
C -0.50397 4.01862 0.59069
C 1.75337 3.20896 -1.31004
C -2.28465 2.98382 -2.55076
H -0.29227 3.49262 -3.19114
C -1.17455 5.25833 -2.30785
H -1.94365 5.54587 -1.57990
H -1.52215 5.57567 -3.29871
H -0.25604 5.81363 -2.09008
H -2.06596 1.97249 -2.90277
H -2.90638 3.47939 -3.30320
H -2.86111 2.91069 -1.61816
H 1.79125 2.62413 -2.24901
C 2.65983 2.48872 -0.28582
C 2.18641 4.64328 -1.61199
H 1.73351 5.02608 -2.53365
H 3.27428 4.66093 -1.75595
H 1.94530 5.32804 -0.78864
H 2.11356 2.05010 0.56188
H 3.40795 3.17833 0.12581
H 3.18168 1.65068 -0.76546
C -1.98438 3.75951 0.91912
H -0.34900 5.07332 0.29407
C 0.38141 3.66759 1.79013
H -2.66858 4.23992 0.21043
H -2.20513 4.16418 1.91340
H -2.19575 2.67897 0.95124
H 0.25862 2.60995 2.07138
H 0.06210 4.27232 2.64835
H 1.44259 3.87385 1.61304
O 3.78786 -1.31525 0.72213
C 2.79256 -0.89277 1.28699
O 1.71124 -0.41298 0.69186
C 2.72964 -0.92877 2.77635
C 3.54916 -1.82288 3.48193
C 3.39460 -1.96244 4.86685
C 2.49703 -1.13888 5.55976
C 1.72554 -0.20575 4.85815
C 1.84278 -0.09746 3.47378
H 4.27017 -2.42623 2.92638
H 3.98289 -2.70508 5.40600
H 2.40182 -1.20330 6.65291
H 1.03080 0.46011 5.37124
H 1.21894 0.58554 2.89461
*
```

***

# 5
Here is a molecular structure, C25H48Cl3MgN4O3SSi at a distorted geometry from OMol25. Energies are from ωB97M-V/def2-TZVPD.

Its relative energy (zero: lowest compared OMol25 entry of this formula, charge and spin) is 165.64 kJ/mol. The value obtained for the gap between HOMO and LUMO is 6.4 eV. The LUMO energy comes out at 2.31 eV. The value obtained for the strongest force on any atom is 0.050 Eh/bohr. The HOMO energy is -4.1 eV.

ORCA input file:
```
! wB97M-V def2-TZVPD RIJCOSX def2/J DEFGRID3
* xyz -1 1
C 3.80243 0.48766 -3.41360
C 3.75148 0.14856 -1.95167
H 4.82808 0.48583 -3.80081
H 3.37468 1.47852 -3.59960
H 3.20177 -0.25335 -3.95106
C 4.80368 0.30281 -1.13101
C 6.12125 0.88148 -1.53308
H 4.78513 -0.04075 -0.09241
H 6.00170 1.85723 -2.04090
H 6.68695 0.20503 -2.20168
H 6.73765 1.03238 -0.63427
Mg -0.60194 -0.99390 -1.31476
Cl -1.38383 -2.64283 0.23040
Cl -0.84461 3.13883 -2.10685
H -5.25072 1.07842 0.94804
H -6.17459 -1.13467 0.45485
C -4.67859 1.11188 0.01142
C -5.69361 -1.10632 -0.53128
N -4.50794 -0.25387 -0.49086
H -3.70649 1.57493 0.19228
C -3.36580 -0.69720 -1.00620
O -2.31700 0.00622 -1.15375
H -5.41349 -2.12614 -0.81685
H -3.34345 -1.76710 -1.29415
H -5.25164 1.72578 -0.69869
H -6.42519 -0.72981 -1.26480
H 2.10193 2.58587 -0.93784
H 3.61202 2.45975 2.13245
C 1.95696 3.31405 -0.12213
C 2.63057 2.94438 2.25246
N 1.74531 2.61125 1.13590
H 1.10262 3.96176 -0.36419
C 0.64933 1.81102 1.32540
O -0.25755 1.61690 0.51830
H 2.17361 2.58837 3.18478
H 0.64292 1.31681 2.32290
H 2.86256 3.92733 -0.01650
H 2.79317 4.03065 2.29928
O 1.36335 0.38777 -1.57961
C 2.42035 -0.45492 -1.46071
C 2.87150 -0.41302 1.06101
C 2.58067 -1.14573 -0.08243
H 2.97254 0.68259 0.97166
C 3.17422 -1.04363 2.27077
H 2.22328 -1.24379 -2.21552
C 2.54283 -2.54142 -0.00535
H 3.38601 -0.42494 3.16012
C 3.22480 -2.44390 2.32597
C 2.92354 -3.17998 1.17581
H 2.28039 -3.09827 -0.90025
H 3.49709 -2.92052 3.27322
H 3.00039 -4.26821 1.20421
Si -1.42183 2.65536 -4.01995
Cl -0.11628 -2.11148 -3.12100
C -2.37276 4.19990 -4.52191
C -2.57738 1.18252 -4.05642
C 0.01752 2.32994 -5.17121
H -3.01945 4.55163 -3.70528
H -3.00377 4.07841 -5.40994
H -1.64970 4.99445 -4.73472
H 0.90447 2.92668 -4.92076
H -0.28504 2.56094 -6.20662
H 0.26816 1.26301 -5.10828
H -1.98967 0.26021 -3.94510
H -3.11300 1.14937 -5.01546
H -3.32648 1.21628 -3.25712
C -2.20002 0.11748 3.30958
N -2.10511 -1.25301 3.80213
C -2.34809 -1.39507 5.24120
C -1.06659 -2.03713 3.32160
S 0.18336 -1.41601 2.39199
N -1.21847 -3.37592 3.57042
C -2.57650 -3.90592 3.38684
C -0.18028 -4.27963 3.09325
H -3.14965 0.52477 3.67552
H -2.17297 0.10855 2.21592
H -1.36416 0.73400 3.67321
H -2.39913 -2.45567 5.50462
H -1.55059 -0.92090 5.83890
H -3.29608 -0.90144 5.47094
H -2.79657 -4.05334 2.32177
H -2.63705 -4.86197 3.91102
H -3.28438 -3.19576 3.80700
H -0.25917 -4.40844 2.00285
H 0.80638 -3.86971 3.32459
H -0.31001 -5.24186 3.59200
*
```